Record 1
{"formula": "C11H13ClIrO3S", "method": "ωB97M-V/def2-TZVPD", "elements": ["C", "C", "C", "H", "C", "C", "H", "H", "H", "H", "Ir", "Cl", "C", "C", "C", "H", "C", "C", "H", "H", "H", "H", "C", "S", "O", "O", "O", "H", "H", "H"], "xyz": [[0.312, -1.079, 2.963], [-0.920, -1.142, 2.202], [-1.158, 0.207, 1.683], [-1.588, -2.002, 2.066], [-0.061, 1.066, 2.145], [0.769, 0.276, 3.015], [1.529, 0.721, 3.660], [0.698, -1.935, 3.537], [-2.075, 0.539, 1.230], [0.027, 2.138, 1.981], [0.485, -0.490, 0.778], [0.525, -2.499, -0.185], [-1.014, -1.257, -2.607], [-1.304, 0.127, -2.458], [-2.535, 0.244, -1.745], [-0.726, 0.939, -2.878], [-2.988, -1.073, -1.428], [-2.049, -2.000, -1.968], [-2.103, -3.080, -1.901], [-0.172, -1.675, -3.141], [-3.054, 1.171, -1.522], [-3.897, -1.329, -0.892], [3.480, 1.468, -0.199], [1.866, 1.620, -0.908], [0.970, 2.347, -0.010], [2.046, 2.221, -2.231], [1.538, 0.093, -0.996], [4.116, 0.856, -0.831], [3.423, 1.042, 0.813], [3.861, 2.484, -0.172]], "forces_ev_per_angstrom": [[-1.267, -1.002, 1.443], [-0.260, 0.834, 1.454], [-1.061, 0.701, 1.795], [0.580, 0.475, -0.046], [-1.043, -0.133, 2.380], [-0.330, 1.153, -0.065], [0.007, -0.473, -0.438], [-0.010, 0.619, -0.463], [0.026, 0.018, -0.317], [0.012, -0.576, 0.036], [1.848, 0.067, -3.210], [0.560, -3.097, -1.143], [0.250, 2.737, -0.374], [-0.055, -1.171, -0.374], [1.000, -0.368, -0.671], [0.034, -0.084, 0.214], [0.939, -2.101, -0.652], [-2.774, 0.933, 1.589], [0.006, 0.191, 0.060], [-0.008, 0.080, 0.171], [0.133, -0.132, 0.040], [0.241, 0.049, -0.072], [0.177, 0.730, 0.680], [-0.182, -1.935, -1.429], [0.856, -0.269, -0.767], [-0.170, -0.515, 1.018], [0.535, 3.071, -0.517], [-0.209, -0.068, -0.168], [-0.135, 0.162, -0.373], [0.300, 0.105, 0.197]], "lowdin_charge": [-0.276, -0.318, -0.318, 0.097, -0.279, -0.204, 0.089, 0.091, 0.085, 0.088, 1.079, -0.028, -0.140, -0.124, -0.088, 0.086, -0.133, -0.149, 0.084, 0.096, 0.096, 0.077, -0.172, 0.440, -0.385, -0.361, -0.601, 0.061, 0.055, 0.052], "spin_multiplicity": 5, "homo_energy_ha": [-0.0572, -0.1701], "orbital_gap_ev": [4.5399, 6.1533], "charge": -1, "s_squared": 6.0339}

Record 2
{"formula": "C11H13ClN2O2Pb", "method": "ωB97M-V/def2-TZVPD", "elements": ["Cl", "C", "C", "C", "H", "C", "C", "H", "H", "H", "C", "Pb", "C", "C", "O", "O", "H", "H", "H", "C", "N", "C", "C", "N", "H", "H", "H", "H", "H", "H"], "xyz": [[2.418, 0.284, -2.220], [-1.428, -1.826, -2.640], [-1.849, -2.467, -1.446], [-0.773, -3.210, -0.917], [-2.855, -2.438, -1.041], [0.359, -3.027, -1.804], [-0.076, -2.165, -2.880], [0.551, -1.849, -3.711], [-2.061, -1.229, -3.286], [-0.777, -3.843, -0.034], [1.744, -3.521, -1.573], [0.677, -0.641, -0.571], [-1.861, -0.590, 1.137], [-0.591, 1.606, -1.348], [-2.397, -0.151, 2.048], [-0.563, 2.756, -1.354], [1.951, -3.564, -0.492], [2.464, -2.832, -2.040], [1.911, -4.529, -1.982], [1.345, 3.541, 2.973], [0.328, 2.758, 2.254], [-1.049, 3.288, 2.077], [0.689, 1.593, 1.801], [1.214, 0.572, 1.498], [0.901, 4.483, 3.312], [2.193, 3.758, 2.304], [1.704, 2.973, 3.845], [-1.264, 3.432, 1.010], [-1.780, 2.581, 2.496], [-1.124, 4.255, 2.585]], "forces_ev_per_angstrom": [[-0.879, -0.450, 0.715], [0.775, -0.157, -0.986], [-0.246, -1.020, 0.716], [-0.498, -0.061, -0.350], [0.180, 0.010, -0.045], [0.352, -0.552, 0.084], [-0.637, 0.061, -0.459], [-0.169, -0.074, 0.165], [0.138, -0.010, 0.062], [-0.012, 0.134, -0.140], [-0.188, 0.638, 0.129], [2.059, 1.513, 0.655], [-1.651, 1.311, 2.609], [0.158, 4.333, 0.016], [1.418, -1.228, -2.443], [-0.218, -4.076, -0.134], [-0.090, -0.280, -0.260], [-0.109, -0.324, -0.088], [-0.164, 0.107, -0.027], [0.906, 0.207, 0.296], [-0.517, -0.319, -0.315], [-0.203, -0.435, -0.214], [1.030, -0.336, 0.247], [-1.403, 1.068, -0.296], [0.076, -0.360, -0.162], [-0.330, -0.019, 0.301], [-0.148, 0.280, -0.312], [0.074, 0.079, 0.347], [0.220, 0.358, -0.012], [0.074, -0.398, -0.099]], "lowdin_charge": [-0.072, 0.003, -0.040, -0.025, 0.141, -0.312, -0.042, 0.142, 0.149, 0.153, -0.009, 1.126, 0.001, -0.031, 0.109, 0.129, 0.112, 0.092, 0.144, 0.008, -0.157, 0.012, -0.279, 0.045, 0.104, 0.111, 0.112, 0.075, 0.092, 0.107], "homo_energy_ha": [-0.5889, -0.5887], "orbital_gap_ev": [4.8851, 5.0106], "charge": 2, "de_lowest_kcal_mol": 0.00}

Record 3
{"formula": "C11H13FO2S", "method": "ωB97M-V/def2-TZVPD", "elements": ["C", "C", "C", "C", "C", "C", "C", "C", "C", "C", "C", "O", "O", "F", "S", "H", "H", "H", "H", "H", "H", "H", "H", "H", "H", "H", "H", "H"], "xyz": [[-0.229, -0.803, 4.035], [-1.163, 0.044, 3.414], [0.717, -1.442, 3.258], [-1.140, 0.254, 2.025], [0.755, -1.176, 1.909], [-0.221, -0.440, 1.258], [0.433, 1.085, -0.594], [0.372, 2.549, -3.595], [-1.082, -2.727, -0.790], [1.280, 2.341, -2.397], [-0.036, -0.183, -0.142], [0.491, 2.040, 0.102], [0.967, 1.048, -1.837], [0.322, -2.756, -2.923], [-0.258, -1.290, -1.532], [-0.409, -0.788, 5.156], [-1.796, 0.666, 4.005], [1.368, -1.975, 3.888], [-1.821, 0.997, 1.578], [1.552, -1.537, 1.202], [0.376, 3.623, -3.880], [0.670, 1.926, -4.430], [-0.727, 2.229, -3.481], [-0.629, -2.904, 0.151], [-1.014, -3.537, -1.589], [-2.069, -2.644, -0.579], [0.939, 2.976, -1.587], [2.354, 2.428, -2.625]], "forces_ev_per_angstrom": [[-2.488, 1.537, 0.697], [0.988, 0.051, -1.166], [-0.733, 0.906, 1.184], [-0.987, 0.355, 0.764], [1.309, -1.454, -1.559], [0.560, 0.432, 1.146], [2.278, 0.242, -1.638], [-1.285, 0.064, -0.639], [2.427, -1.107, -1.952], [-1.428, -0.003, 0.368], [-1.692, -4.080, -3.538], [-0.703, 1.742, 1.524], [0.056, -0.506, -0.071], [0.182, 0.834, 0.809], [-0.585, 0.889, 1.441], [1.090, -0.760, -1.437], [-0.537, 0.087, 0.340], [1.450, -1.040, -0.334], [0.366, -0.565, 0.179], [-0.624, -0.034, 1.263], [0.060, -0.708, 0.001], [0.395, 0.125, -0.320], [1.610, 0.627, 0.591], [0.805, -0.701, 0.660], [0.505, 1.103, 1.398], [-3.258, 1.235, 0.407], [0.765, 0.903, -0.310], [-0.526, -0.178, 0.190]], "lowdin_charge": [-0.080, -0.066, -0.073, -0.011, -0.035, -0.277, -0.563, -0.071, -0.261, -0.190, -0.268, 0.159, -0.080, -0.610, 1.212, 0.129, 0.094, 0.094, 0.132, 0.147, 0.084, 0.067, 0.108, 0.030, 0.078, 0.012, 0.101, 0.138], "homo_energy_ha": [-0.3352, -0.3363], "orbital_gap_ev": [7.1009, 7.1401], "de_lowest_kcal_mol": 19.40}